9
Properties=species:S:1:pos:R:3:mulliken_charge:R:1 method="wB97M-V/def2-TZVPD" homo_lumo_gap_ev=8.95 e_above_lowest_ev=0.891 smiles="O=C(Br)Br.OP(Br)Br" e_lumo_ev=-0.191 total_energy_ha=-10826.63002
C -1.73 -0.28 -0.33 0.26
O 1.60 0.90 -0.77 -0.41
O -0.56 -0.11 -0.33 -0.12
P 1.81 0.30 0.74 0.38
Br 0.14 1.00 2.07 -0.18
Br -2.52 -1.64 0.77 -0.04
Br -2.90 0.70 -1.47 -0.05
Br 1.65 -1.92 0.40 -0.19
H 2.51 1.05 -1.09 0.36

***

25
Properties=species:S:1:pos:R:3:lowdin_spin:R:1 method="wB97M-V/def2-TZVPD" homo_lumo_gap_ev="5.23 / 5.24" total_charge=-1 e_above_lowest_ev=0.000 e_lumo_ev="2.707 / 2.703" multiplicity=5 total_energy_ha=-2218.90934
Ho 0.83 -0.42 1.85 4.03
Cl 0.97 -2.87 1.53 -0.01
Cl 1.98 1.05 3.49 -0.01
C 2.27 0.17 0.38 -0.01
H 2.78 1.13 0.50 0.00
H 2.89 -0.58 -0.13 0.00
C -0.28 0.86 0.23 -0.01
C 0.90 0.42 -0.48 0.00
H -0.10 1.70 0.93 0.00
C 0.62 -0.74 -1.47 0.00
H 1.20 1.29 -1.09 0.00
C -0.51 -0.34 -2.41 0.00
H 1.55 -0.92 -2.04 0.00
H 0.38 -1.67 -0.92 0.00
C -1.80 -0.02 -1.66 0.00
H -0.19 0.54 -2.99 0.00
H -0.69 -1.14 -3.14 0.00
C -1.61 0.93 -0.46 0.00
H -2.53 0.41 -2.36 0.00
H -2.24 -0.96 -1.29 0.00
H -1.80 1.96 -0.81 0.00
H -2.41 0.74 0.26 0.00
O -0.79 -0.41 3.65 0.00
H -0.35 0.12 4.34 0.00
H -1.07 -1.24 4.08 0.00

***

47
Properties=species:S:1:pos:R:3:lowdin_spin:R:1 method="wB97M-V/def2-TZVPD" homo_lumo_gap_ev="7.20 / 9.22" e_above_lowest_ev=0.000 e_lumo_ev="0.085 / -0.590" multiplicity=2 total_energy_ha=-2597.42674
Al -1.28 -0.90 -1.66 0.19
O -1.24 -2.81 0.53 0.08
S -2.24 -2.82 -0.63 0.02
O -3.16 -3.89 -0.52 0.00
O -2.82 -1.42 -0.68 0.04
O -1.40 -2.76 -1.89 0.06
F -2.16 -0.51 -3.30 0.00
P -0.84 -0.27 -4.46 0.00
F -0.85 -1.83 -4.65 0.00
F -0.86 1.25 -4.01 0.00
F 0.07 -0.57 -2.96 0.03
F 0.49 -0.08 -5.26 0.00
F -1.86 -0.02 -5.61 0.00
N -1.34 4.73 0.70 0.00
C -1.35 3.52 0.08 0.01
C -2.48 2.70 0.11 0.00
C -2.43 1.47 -0.48 0.01
N -1.34 1.00 -1.12 0.04
C -0.27 1.80 -1.17 0.01
C -0.22 3.04 -0.60 0.00
H -2.19 5.12 1.05 0.00
H -0.59 5.37 0.52 0.00
H -3.39 3.02 0.61 0.00
H -3.29 0.81 -0.44 0.00
H 0.58 1.42 -1.72 0.00
H 0.68 3.64 -0.68 0.00
C 3.04 -2.27 1.71 0.00
C 1.97 -1.37 1.12 0.01
C 2.62 -0.31 0.24 0.00
O 1.12 -2.18 0.28 0.11
B -0.18 -1.68 0.42 0.29
O -0.25 -0.68 1.40 0.09
C 0.97 -0.78 2.16 0.01
C 1.33 0.60 2.68 0.00
C 0.70 -1.73 3.32 0.00
H 3.71 -2.61 0.92 0.00
H 2.60 -3.14 2.19 0.00
H 3.64 -1.72 2.45 0.00
H 3.09 -0.80 -0.61 0.00
H 3.39 0.25 0.79 0.00
H 1.88 0.40 -0.12 0.00
H 1.38 1.33 1.87 0.00
H 2.30 0.58 3.19 0.00
H 0.57 0.93 3.39 0.00
H 0.42 -2.72 2.96 0.00
H -0.13 -1.34 3.91 0.00
H 1.58 -1.82 3.97 0.00

***

93
Properties=species:S:1:pos:R:3:mulliken_charge:R:1 method="wB97M-V/def2-TZVPD" homo_lumo_gap_ev=8.06 e_above_lowest_ev=0.136 e_lumo_ev=0.164 total_energy_ha=-5862.42430
Rb 0.25 0.47 -0.90 0.38
Br 1.37 7.70 -4.39 -0.21
C 1.35 5.81 -4.18 0.09
C 1.75 5.01 -5.22 -0.59
C 1.74 3.63 -5.06 -0.03
C 1.31 3.07 -3.86 -0.23
C 0.88 3.89 -2.83 0.06
C 0.91 5.27 -2.98 -0.84
N 1.26 1.66 -3.68 -0.12
C 2.34 1.03 -3.85 -0.47
C 2.43 -0.45 -3.69 0.69
C 3.61 -1.10 -4.01 -0.80
C 3.69 -2.47 -3.84 -0.50
C 2.58 -3.14 -3.35 -0.56
C 1.44 -2.40 -3.04 0.44
N 1.35 -1.09 -3.22 -0.21
H 2.08 5.44 -6.16 0.41
H 2.03 2.98 -5.87 0.49
H 0.53 3.46 -1.90 0.43
H 0.60 5.92 -2.18 0.45
H 3.28 1.53 -4.10 0.40
H 4.46 -0.53 -4.36 0.42
H 4.60 -3.00 -4.08 0.42
H 2.60 -4.21 -3.18 0.45
H 0.57 -2.88 -2.61 -0.22
F 4.85 -0.49 0.84 -0.31
C 4.09 -0.25 -0.24 0.84
F 3.53 -1.43 -0.61 -0.16
F 4.91 0.12 -1.23 -0.30
C 2.95 0.78 0.04 -0.21
O 2.32 0.54 1.09 -0.51
O 2.73 1.61 -0.84 -0.54
N -3.76 2.83 -1.75 -0.30
C -2.70 2.95 -0.92 0.47
O -1.60 2.49 -1.20 -0.19
C -2.87 3.77 0.34 -0.74
I -4.78 3.61 1.26 -0.02
H -3.65 2.18 -2.51 0.25
H -4.69 3.00 -1.40 0.15
H -2.74 4.82 0.11 0.51
H -2.13 3.43 1.06 0.05
C 2.50 -2.30 2.71 -0.74
N 1.70 -2.86 1.64 0.26
C 2.16 -4.10 1.04 -0.79
C 0.63 -2.21 1.15 0.15
O -0.06 -2.60 0.22 -0.21
H 2.41 -2.89 3.62 0.39
H 2.19 -1.27 2.88 -0.02
H 3.55 -2.27 2.41 0.32
H 2.30 -4.86 1.81 0.35
H 3.11 -3.94 0.52 0.26
H 1.41 -4.44 0.33 0.07
H 0.44 -1.26 1.67 -0.01
C -1.30 -5.06 -1.51 -0.24
C -2.42 -4.45 -2.35 -1.17
N -2.51 -3.00 -2.30 0.03
C -3.03 -2.25 -1.30 0.20
S -3.06 -0.57 -1.45 -0.31
N -3.57 -2.91 -0.26 -0.07
C -4.13 -2.30 0.94 -0.58
C -3.33 -2.67 2.17 -0.67
H -1.37 -6.15 -1.55 0.48
H -1.34 -4.73 -0.47 0.03
H -0.32 -4.76 -1.89 -0.06
H -3.39 -4.87 -2.07 0.42
H -2.29 -4.71 -3.40 0.41
H -2.06 -2.45 -3.01 0.27
H -3.44 -3.90 -0.22 0.21
H -5.17 -2.63 1.04 0.27
H -4.14 -1.22 0.78 0.31
H -3.31 -3.76 2.32 0.43
H -3.77 -2.22 3.06 0.30
H -2.30 -2.31 2.08 -0.15
C 1.49 3.29 4.57 -1.15
C 1.63 1.82 4.22 -0.98
N 0.71 1.39 3.19 0.49
C -0.58 1.08 3.36 0.02
S -1.57 0.63 2.04 0.04
N -1.04 1.09 4.63 -0.04
C -2.41 0.82 5.02 -0.50
C -3.28 2.07 5.01 -0.74
H 2.19 3.57 5.36 0.42
H 0.49 3.54 4.91 0.24
H 1.70 3.91 3.69 0.30
H 1.52 1.19 5.11 0.53
H 2.63 1.61 3.84 0.42
H 1.10 1.26 2.25 0.01
H -0.43 1.47 5.33 0.24
H -2.38 0.39 6.02 0.40
H -2.80 0.07 4.34 0.10
H -2.89 2.83 5.69 0.32
H -4.30 1.83 5.31 0.39
H -3.31 2.49 4.01 -0.03